97
Properties=species:S:1:pos:R:3:forces:R:3 method="wB97M-V/def2-TZVPD" relative_energy_kj_mol=0.0 lumo_ev=0.212 homo_energy_ha=-0.351
N -0.26556 -0.50605 0.24817 -0.2 0.1 0.1
C -1.00471 0.17306 1.02302 0.2 -0.3 -0.2
C -2.44231 0.37851 0.62607 0.2 0.1 0.0
C -3.39635 -0.68341 1.22333 -0.6 0.6 0.6
C -4.47860 0.00283 2.06714 0.0 0.1 0.1
N -3.86937 0.74852 3.17244 -0.1 0.2 -0.1
O -2.68430 -1.52022 2.16303 0.6 -0.2 -0.7
C -2.41603 -2.69615 1.56590 0.0 0.0 0.3
O -1.51401 -3.42929 1.85944 -0.8 0.2 0.0
O -3.33445 -2.94301 0.61270 0.3 0.3 -0.2
C -3.98665 -1.71437 0.18894 0.8 -1.0 0.4
O -5.34320 -2.00808 0.36521 0.0 0.4 -0.1
C -3.58288 -1.61472 -1.28170 -0.4 -0.1 -0.3
C -4.42118 -0.70904 -2.19134 0.8 0.1 0.1
C -4.29745 0.77172 -2.04926 0.4 -0.1 0.0
F -4.80283 1.32045 -0.91354 -0.9 0.0 -0.5
C -3.81887 1.57837 -2.99578 -0.4 -0.2 0.2
F -4.28883 2.76079 -3.31625 0.5 0.6 0.6
F -2.82824 1.23859 -3.79206 -0.3 -0.4 -0.7
H 0.68247 -0.59045 0.61044 -0.1 0.0 0.0
H -0.64002 0.59696 1.96423 -0.2 0.0 0.0
H -2.77219 1.38423 0.90091 0.0 -0.2 0.1
H -2.43274 0.35840 -0.46242 -0.1 0.0 0.1
H -5.12486 -0.75493 2.51401 0.3 0.1 -0.3
H -5.08844 0.64491 1.41400 0.0 -0.2 0.0
H -4.59736 1.00796 3.83020 0.1 -0.1 0.0
H -3.47839 1.62742 2.84835 0.0 0.0 0.0
H -5.87179 -1.24124 0.10651 0.1 0.0 0.0
H -3.69965 -2.63493 -1.66123 0.0 0.1 0.1
H -2.52039 -1.37787 -1.38256 -0.1 0.0 0.2
H -4.12648 -0.93301 -3.22144 -0.1 0.0 0.1
H -5.49205 -0.94204 -2.12300 0.1 0.0 0.0
C 3.98351 -1.11124 -0.42007 0.0 -0.1 -0.1
Cl 2.84690 -1.99925 -1.43282 0.1 0.1 -0.2
Cl 3.13147 -0.23939 0.86929 0.2 0.1 0.1
H 4.67695 -1.80223 0.04479 -0.1 -0.1 0.0
H 4.50693 -0.39492 -1.04170 0.0 0.1 0.1
C -1.17296 4.38904 0.07444 0.1 0.1 -0.1
Cl -1.98530 3.38095 -1.13385 0.1 0.1 0.0
Cl -1.83433 4.16076 1.69945 0.0 -0.1 0.0
H -0.12259 4.12302 0.08976 0.0 -0.1 0.0
H -1.31221 5.42822 -0.20483 0.0 -0.3 0.1
C -7.93972 -0.81695 4.35203 0.0 0.0 0.0
Cl -7.90857 0.92415 4.66070 0.0 0.0 0.0
Cl -7.53089 -1.19803 2.67465 -0.4 -0.2 0.1
H -7.20669 -1.29096 4.99382 0.0 0.0 0.0
H -8.93514 -1.18943 4.56000 0.0 0.0 0.0
C -2.46479 8.18669 -2.06475 0.0 0.0 -0.1
Cl -4.18804 8.20778 -1.68846 0.0 0.0 0.0
Cl -1.47826 7.72149 -0.66931 0.0 0.3 0.0
H -2.29294 7.46668 -2.85616 0.0 0.0 0.0
H -2.16263 9.18049 -2.37245 0.0 0.0 0.0
C 1.14498 -4.85764 1.83001 -0.1 0.0 0.0
Cl 1.89555 -4.68428 0.23922 0.1 -0.1 0.1
Cl 2.34511 -4.76935 3.13645 0.0 0.0 0.0
H 0.42749 -4.05720 1.96034 0.1 0.0 0.0
H 0.65462 -5.82229 1.87861 0.1 0.0 0.0
C 4.71839 2.71372 2.71358 0.0 0.0 0.0
Cl 6.18956 3.62272 2.33129 0.1 -0.1 0.1
Cl 3.32865 3.33792 1.82512 -0.1 0.0 0.0
H 4.87314 1.67728 2.43727 0.0 0.0 -0.1
H 4.52281 2.80611 3.77496 0.0 0.1 0.0
C -0.44460 -5.73406 -2.40189 0.1 0.1 0.0
Cl -1.54415 -6.62178 -3.47537 0.0 0.0 0.0
Cl -1.30749 -4.80728 -1.17973 -0.1 0.0 0.0
H 0.19835 -6.45121 -1.90546 0.0 0.0 0.0
H 0.14035 -5.05129 -3.00684 0.0 0.0 0.0
C -2.33588 -5.97665 -7.07212 0.0 0.0 0.0
Cl -0.73768 -5.91003 -7.82415 0.0 0.0 0.0
Cl -3.43570 -4.76099 -7.73775 0.0 0.0 0.0
H -2.75935 -6.95760 -7.25095 0.0 0.0 -0.1
H -2.22287 -5.79496 -6.01096 0.0 0.1 0.0
C 4.51052 -7.79963 2.53564 0.0 0.0 0.1
Cl 3.81510 -8.01080 0.92248 0.0 0.0 0.0
Cl 6.21453 -8.26568 2.59328 0.0 0.0 0.0
H 4.42300 -6.75399 2.80324 0.0 0.0 0.0
H 3.95870 -8.42158 3.23013 0.0 0.0 0.0
C 2.88982 -11.78748 0.70094 0.0 0.0 0.0
Cl 3.02590 -12.41964 -0.94403 0.0 0.0 0.0
Cl 1.36360 -12.24871 1.46717 0.0 0.0 0.0
H 3.70558 -12.18673 1.29158 0.0 -0.1 0.0
H 2.93978 -10.70663 0.65953 0.0 0.0 0.0
C 6.35609 6.75531 0.75466 -0.1 0.0 0.0
Cl 7.70877 7.87628 0.97877 0.0 0.0 0.0
Cl 4.86004 7.59556 0.33349 0.0 0.0 0.0
H 6.60600 6.07415 -0.04974 0.0 0.0 0.0
H 6.19932 6.21445 1.67852 0.0 0.1 0.0
C 10.45075 10.78466 1.24394 -0.1 0.0 0.0
Cl 11.10681 10.99458 -0.38351 0.0 0.0 0.0
Cl 11.67465 11.03518 2.49432 0.0 0.0 0.0
H 9.65670 11.50678 1.38997 0.0 0.0 0.0
H 10.07034 9.77469 1.33384 0.1 0.0 0.0
C 2.06476 7.29645 -2.80740 0.0 0.0 -0.1
Cl 1.67222 6.13419 -1.53387 0.1 -0.1 0.0
Cl 1.97182 8.96702 -2.24073 0.0 0.0 0.0
H 3.07516 7.10189 -3.14549 0.0 0.0 0.1
H 1.35577 7.16777 -3.61634 0.0 0.0 0.0